a) Here is a 2-piece molecular cluster, C6H13BrN overall from OMol25. Energies are from wB97M-V/def2-TZVPD.

```
! wB97M-V def2-TZVPD RIJCOSX def2/J DEFGRID3
* xyz 1 1
C 1.27501 -2.24453 0.29684
C 0.28997 -1.27026 0.33931
C -1.69895 0.58625 1.31276
C 0.26303 -0.50385 -2.42028
C -0.31407 1.10233 0.89710
C 0.51398 0.09200 0.14704
N -0.37681 2.41276 0.46885
Br 2.37233 0.62157 -0.03861
H 1.05582 -3.24706 0.46422
H 2.25265 -1.88140 0.49058
H -0.68946 -1.59689 0.53363
H -2.42471 0.36348 0.49538
H -1.54732 -0.24279 1.98599
H -2.26184 1.15553 1.92841
H 1.44706 -0.56788 -2.59634
H -0.28307 0.03496 -3.19367
H 0.01924 -1.54811 -2.40249
H 0.24825 0.99223 1.78525
H 0.44045 2.77467 0.00517
H -0.68203 3.23070 0.97694
H 0.10049 -0.26370 -1.47608
*
```

Values from the calculation:
LUMO (spin up / spin down) = -6.746 / -6.746 eV
HOMO (spin up / spin down) = -0.49865 / -0.49862 hartree
Frontier orbital gap (spin up / spin down) = 6.8 / 6.8 eV


b) Here is a 2-piece molecular cluster, C6H13BrN overall from OMol25. Energies are from wB97M-V/def2-TZVPD.

```
! wB97M-V def2-TZVPD RIJCOSX def2/J DEFGRID3
* xyz 1 1
C 1.13453 1.16762 0.22120
C -1.82594 0.44727 -0.01303
C -3.18228 0.52505 -2.08960
C 3.14987 0.23994 1.08331
C 1.28343 -1.15052 0.80195
C -2.37198 -0.11639 -1.06504
N 1.79464 0.11758 0.60994
Br 1.93172 2.78034 0.18649
H -1.23206 -0.23553 0.59038
H 0.09286 1.13266 -0.17090
H -1.94735 1.44744 0.33798
H -3.38551 1.59672 -1.84284
H -2.56645 0.52305 -3.13847
H -4.07916 -0.08380 -2.17068
H 3.61808 -0.77132 1.26599
H 3.14892 0.75269 2.03112
H 3.91370 0.77029 0.44598
H 1.98031 -2.01886 0.56877
H 0.19631 -1.33111 0.49008
H 1.26103 -1.39501 1.88628
H -1.98640 -1.23802 -1.23480
*
```

Values from the calculation:
LUMO = -4.771 eV
HOMO = -0.48458 hartree
Frontier orbital gap = 8.4 eV


Of them, b) has the highest stability.


a) Here is a 3-piece molecular cluster, C4H11O4 overall from OMol25. Energies are from wB97M-V/def2-TZVPD.

```
! wB97M-V def2-TZVPD RIJCOSX def2/J DEFGRID3
* xyz -1 1
C -0.21774 1.41154 1.27618
O 0.97166 1.98690 1.04157
C -0.10292 -0.22878 1.31939
C -0.60707 -0.91267 0.06731
C 0.20351 -2.07596 -0.33994
O -0.17821 -3.00511 -1.01743
H -0.58801 1.64323 2.30309
H -0.92740 1.54352 0.41921
H 0.95040 -0.30190 1.46629
H -0.69327 -0.56976 2.16845
H -0.43839 -0.22322 -0.79505
H -1.63998 -1.16488 -0.14292
H 1.25018 -2.02974 0.00474
H 2.07432 4.07011 -0.10759
H 2.52992 2.97941 0.82004
O 2.83621 3.83361 0.43694
H -2.51068 -2.67509 -2.88273
H -1.09706 -2.10117 -2.70034
O -1.81547 -2.18005 -3.33721
*
```

Values from the calculation:
LUMO = 3.399 eV
HOMO = -0.12165 hartree
Frontier orbital gap = 6.7 eV


b) Here is a 3-piece molecular cluster, C4H11O4 overall from OMol25. Energies are from wB97M-V/def2-TZVPD.

```
! wB97M-V def2-TZVPD RIJCOSX def2/J DEFGRID3
* xyz -1 1
C -1.26933 -1.92320 0.56706
O -1.80156 -2.67077 -0.71611
C -0.55636 -0.73293 -0.00773
C -0.01382 0.11237 1.11925
C 0.93901 1.17859 0.42394
O 0.49146 2.24228 -0.00829
H -2.24655 -1.67983 1.09147
H -0.69237 -2.64640 1.20710
H 0.12172 -1.14514 -0.78258
H -1.22395 -0.02596 -0.57891
H 0.50323 -0.66232 1.84847
H -0.96016 0.59908 1.61201
H 1.93387 0.79044 0.12504
H 0.62155 -3.67018 -1.11862
H -0.86806 -2.75460 -1.21219
O 0.34803 -3.05826 -1.83314
H 2.43447 4.86577 0.26126
H 1.14006 3.97569 0.27070
O 1.54197 4.80481 0.64018
*
```

Values from the calculation:
LUMO = 3.143 eV
HOMO = -0.13885 hartree
Frontier orbital gap = 6.9 eV


Of them, a) has the highest stability.


a) Here is one molecule with the formula C3H2O4 from OMol25. Energies are from wB97M-V/def2-TZVPD.

```
! wB97M-V def2-TZVPD RIJCOSX def2/J DEFGRID3
* xyz 0 1
C -0.43959 -0.90355 0.37063
C 0.68054 -0.00378 -0.08732
C 0.23499 0.97590 -1.29994
H -1.13172 -0.98779 2.23824
H 1.06156 1.50397 -1.76180
O -0.48771 -0.47175 1.89806
O -0.85479 -1.79671 -0.55580
O 1.83304 0.22422 0.65235
O -0.89633 1.45950 -1.45441
*
```

Values from the calculation:
LUMO = -2.127 eV
HOMO = -0.39531 hartree
Frontier orbital gap = 8.6 eV


b) Here is C3H2O4 as an isolated structure from OMol25. Energies are from wB97M-V/def2-TZVPD.

```
! wB97M-V def2-TZVPD RIJCOSX def2/J DEFGRID3
* xyz 0 1
C -1.22201 -0.16378 0.00743
C 0.80986 -0.86994 -0.37569
C 0.25621 0.96819 0.36430
O -1.00505 -1.12981 -0.73804
O -2.07333 0.36780 0.63858
O 1.29498 -1.59776 0.39092
O 0.57358 1.83181 -0.39871
H 1.03938 -0.45864 -1.35543
H 0.32638 1.05212 1.46663
*
```

Values from the calculation:
LUMO = -1.395 eV
HOMO = -0.35165 hartree
Frontier orbital gap = 8.2 eV


Of them, b) has the highest stability.


a) Here is C4H4NO3S as an isolated structure from OMol25. Energies are from wB97M-V/def2-TZVPD.

```
! wB97M-V def2-TZVPD RIJCOSX def2/J DEFGRID3
* xyz -1 1
C 1.23481 -0.57833 -1.16583
C -0.65686 0.38378 1.49818
C 0.35820 -1.27643 -0.15698
C -0.54731 -0.05211 0.12448
N 0.73509 0.66266 -1.13878
O -1.35444 1.57283 1.69704
O 2.17114 -1.03369 -1.76919
O -0.33491 -0.25518 2.45235
S 0.58394 2.09291 -1.87807
H -0.10647 -1.94626 -0.80473
H 0.86102 -1.71109 0.69293
H -1.38859 0.18392 -0.45869
H -1.55561 1.95699 0.90731
*
```

Values from the calculation:
LUMO = 3.504 eV
HOMO = -0.11343 hartree
Frontier orbital gap = 6.6 eV


b) Here is an isolated ion of composition C4H4NO3S and charge -1 from OMol25. Energies are from wB97M-V/def2-TZVPD.

```
! wB97M-V def2-TZVPD RIJCOSX def2/J DEFGRID3
* xyz -1 1
C -0.47827 -0.15808 0.49107
C -1.29655 0.34029 -0.83093
C -2.40095 -1.74957 -0.42924
C 0.99626 0.16420 0.55512
N -2.36375 -0.60177 -1.05764
O -1.23844 1.37573 -1.48655
O -3.27713 -2.58023 -0.46817
O -1.37200 -2.35528 1.87094
S -0.81652 -1.94592 0.56070
H 1.54688 -0.51283 -0.21401
H 1.24076 -0.33047 1.49135
H 1.06703 1.25846 0.40411
H -3.00351 -0.47135 -1.83188
*
```

Values from the calculation:
LUMO = 3.664 eV
HOMO = -0.12148 hartree
Frontier orbital gap = 7.0 eV


Of them, b) has the highest stability.


a) Here is a 8-piece molecular cluster, C8H32O8 overall from OMol25. Energies are from wB97M-V/def2-TZVPD.

```
! wB97M-V def2-TZVPD RIJCOSX def2/J DEFGRID3
* xyz 0 1
C 4.52577 6.95753 7.96548
O 5.40143 7.99573 7.48050
H 4.66604 5.99406 7.49461
H 4.59171 6.84308 9.05072
H 3.48899 7.27580 7.70560
H 5.07462 8.39652 6.68621
C 8.62287 7.00182 14.13612
O 8.27588 5.97709 13.26599
H 9.63333 6.78014 14.55531
H 8.69025 7.97420 13.70356
H 7.96199 7.12824 14.97732
H 7.36489 6.09180 12.99977
C 5.91950 11.03754 11.82407
O 7.33873 10.91697 11.89875
H 5.65211 11.90436 12.36733
H 5.59554 11.04933 10.75452
H 5.43795 10.16235 12.29453
H 7.48798 9.97313 11.95814
C 11.21662 6.92297 10.18653
O 11.53727 8.24408 10.00618
H 10.73803 6.46768 9.28658
H 12.13615 6.33232 10.27741
H 10.56386 6.72019 11.00198
H 11.04420 8.60101 9.24980
C 9.60218 10.96421 8.69181
O 10.51232 9.99194 8.13900
H 9.68878 11.89760 8.13144
H 8.58079 10.66197 8.54259
H 9.90561 11.10457 9.73424
H 10.18668 9.94344 7.22821
C 6.80605 4.88153 10.82139
O 6.13834 5.97907 11.43713
H 7.88050 4.98853 10.77091
H 6.55385 4.01720 11.44174
H 6.39472 4.80752 9.82968
H 6.39862 6.73260 10.87550
C 8.04313 9.60768 5.22643
O 9.14126 10.48108 5.44224
H 7.16411 10.16463 5.64088
H 7.97421 9.40254 4.14216
H 8.20255 8.64982 5.73605
H 9.45357 10.84352 4.58771
C 7.95271 7.78213 9.31892
O 6.80899 8.30171 10.05065
H 8.56668 8.61378 8.97814
H 8.53599 7.19272 10.01730
H 7.65655 7.30641 8.38667
H 6.13489 8.57391 9.39198
*
```

Values from the calculation:
LUMO = 0.148 eV
HOMO = -0.35132 hartree
Frontier orbital gap = 9.7 eV


b) Here is C8H32O8 as an isolated structure from OMol25. Energies are from wB97M-V/def2-TZVPD.

```
! wB97M-V def2-TZVPD RIJCOSX def2/J DEFGRID3
* xyz 0 1
C -0.26707 -0.59155 -0.20828
O -1.43379 0.19364 -0.13138
H 0.49902 -0.27897 -0.91786
H 0.25098 -0.54429 0.74958
H -0.55490 -1.64029 -0.28180
H -1.89235 0.08590 0.70511
C 1.96915 -2.86819 -0.10308
O 1.65000 -2.61569 -1.47026
H 1.30940 -2.27841 0.53330
H 1.75819 -3.87772 0.24969
H 2.97265 -2.48269 0.07715
H 1.94073 -1.71663 -1.63985
C -2.31495 0.96030 3.02033
O -2.45391 0.08735 1.88743
H -3.26925 1.11698 3.52319
H -1.58983 0.54454 3.71992
H -1.81857 1.85534 2.64534
H -2.35620 -0.83940 2.11807
C 0.82777 -1.48475 -3.18509
O 0.28383 -0.80734 -4.31534
H 0.18413 -2.34758 -3.01373
H 1.86449 -1.82107 -3.19956
H 0.81821 -0.93880 -2.24172
H -0.20916 -1.54331 -4.68537
C 3.23097 0.21383 1.90644
O 2.04298 0.20743 1.10711
H 3.11597 0.58985 2.92304
H 3.63520 -0.78593 2.06513
H 3.88905 0.97329 1.48425
H 1.44922 -0.43241 1.50669
C -4.09458 1.58503 0.15278
O -4.08441 1.98841 1.54235
H -3.16202 1.07806 -0.09509
H -4.81557 0.81811 -0.13024
H -4.26306 2.40130 -0.54965
H -3.56455 1.29773 1.95984
C 2.67934 -0.02531 -1.43849
O 3.42054 -1.20082 -1.72389
H 1.81317 -0.20192 -0.80079
H 3.26986 0.62005 -0.78819
H 2.33711 0.49832 -2.33113
H 4.09832 -0.97375 -2.36472
C -1.52303 2.83693 0.47758
O -1.85869 2.10678 -0.67206
H -0.55683 3.21918 0.14826
H -2.13039 3.65549 0.86380
H -1.44268 2.15457 1.32377
H -1.65441 1.20826 -0.40273
*
```

Values from the calculation:
LUMO = -0.209 eV
HOMO = -0.28042 hartree
Frontier orbital gap = 7.4 eV


Of them, a) has the highest stability.